A single C21H23FN4O molecule at a distorted geometry. Source: the OMol25 dataset; level of theory: wB97M-V/def2-TZVPD.

Properties
**Structure (SMILES)**: [H]/N=C(/c1cc(-c2ccc(F)c3c2N[C@H](C)CC(=O)N3)ccc1NC)C1CC1
**ΔE to the lowest compared entry with this formula, charge and spin**: 429.20 kJ/mol

XYZ file:
```
50
Properties=species:S:1:pos:R:3:nbo_charge:R:1
H -4.132 2.638 1.603 0.340
N -3.166 2.518 1.702 -0.673
C -2.724 1.646 0.809 0.324
C -1.220 1.708 0.403 -0.160
C -0.762 0.603 -0.404 -0.126
C 0.574 0.616 -0.865 -0.076
C 1.032 -0.484 -1.694 -0.115
C 0.396 -0.599 -2.965 -0.185
C 0.535 -1.808 -3.690 -0.277
C 1.343 -2.810 -3.095 0.368
F 1.431 -4.003 -3.848 -0.355
C 2.055 -2.698 -1.931 0.025
C 1.951 -1.468 -1.290 0.228
N 2.515 -1.303 0.000 -0.654
C 2.053 -2.115 1.097 -0.048
C 2.391 -1.360 2.353 -0.617
C 2.936 -3.360 1.115 -0.475
C 3.038 -4.088 -0.231 0.704
O 3.077 -5.248 -0.267 -0.566
N 3.028 -3.555 -1.517 -0.613
C 1.511 1.644 -0.366 -0.204
C 0.941 2.758 0.244 -0.219
C -0.409 2.790 0.721 0.195
N -0.792 3.827 1.692 -0.630
C -0.542 5.178 1.339 -0.413
C -3.754 0.881 -0.056 -0.327
C -4.469 -0.336 0.595 -0.411
C -5.281 0.912 0.226 -0.418
H -1.471 -0.238 -0.540 0.229
H -0.234 0.214 -3.381 0.222
H 0.168 -1.958 -4.710 0.238
H 2.663 -0.351 0.181 0.389
H 1.013 -2.389 1.089 0.192
H 1.919 -0.427 2.721 0.228
H 3.460 -1.213 2.276 0.208
H 2.144 -1.966 3.158 0.212
H 4.023 -3.174 1.237 0.237
H 2.584 -4.023 1.813 0.228
H 3.083 -4.273 -2.226 0.411
H 2.531 1.760 -0.699 0.223
H 1.511 3.582 0.545 0.211
H -1.689 3.555 2.064 0.426
H -0.987 5.920 1.974 0.213
H -0.830 5.377 0.292 0.181
H 0.578 5.289 1.571 0.184
H -3.562 1.063 -1.153 0.244
H -4.733 -1.218 -0.066 0.233
H -4.072 -0.445 1.647 0.238
H -6.065 0.862 -0.518 0.232
H -5.590 1.566 1.046 0.198
```